P:
{"formula": "C3H12O4", "method": "ωB97M-V/def2-TZVPD", "total_charge": 0, "smiles": "OCCCO.O.O", "orbital_gap_ev": 10.42, "elements": ["H", "O", "C", "H", "H", "O", "H", "H", "H", "C", "H", "H", "H", "H", "C", "H", "O", "O", "H"], "positions_angstrom": [[1.886, 2.157, -0.533], [-0.925, -0.152, -1.181], [0.077, 0.470, -1.882], [-0.064, 1.535, -1.643], [-2.405, -4.193, 3.256], [-2.314, -3.831, 4.134], [-0.038, 0.067, -2.996], [2.834, 0.819, 0.324], [-2.716, 1.334, 1.139], [2.310, 1.090, -0.598], [-0.474, -0.585, -0.261], [-3.164, -3.496, 4.386], [3.332, 0.766, -2.394], [1.641, -0.848, -0.757], [1.484, 0.063, -1.297], [-3.826, 1.719, 2.356], [3.331, 1.361, -1.560], [-3.191, 2.025, 1.717], [2.222, -0.302, -2.213]], "nbo_charge": [0.190, -0.723, -0.057, 0.180, 0.469, -0.937, 0.182, 0.185, 0.494, -0.087, 0.464, 0.469, 0.468, 0.224, -0.461, 0.481, -0.751, -0.975, 0.184]}



Q:
{"formula": "C3H12O4", "method": "ωB97M-V/def2-TZVPD", "total_charge": 0, "smiles": "C/C=C/O.O.O.O", "orbital_gap_ev": 9.11, "elements": ["H", "H", "O", "C", "H", "H", "H", "H", "O", "H", "C", "H", "O", "H", "C", "H", "H", "O", "H"], "positions_angstrom": [[-2.988, 0.140, 1.885], [1.289, -0.554, 0.437], [2.237, -0.547, 0.255], [-1.031, -0.398, 0.273], [-1.746, 0.126, 3.341], [2.668, -1.113, 0.900], [0.688, 1.331, -2.945], [-1.234, 0.721, 0.165], [-0.155, 1.425, -2.483], [-2.763, -1.088, 3.023], [-2.206, -0.355, 2.454], [2.764, 0.146, -1.481], [-0.927, -1.173, -0.849], [-0.475, 2.322, -2.619], [-1.142, -0.868, 1.512], [-0.659, -0.725, -1.662], [-0.660, -1.812, 1.807], [2.832, 0.885, -2.103], [3.507, 1.535, -1.908]], "nbo_charge": [0.220, 0.494, -0.971, 0.124, 0.213, 0.480, 0.500, 0.168, -0.976, 0.227, -0.649, 0.512, -0.691, 0.477, -0.312, 0.510, 0.194, -1.000, 0.479]}



Relative stability in hartree, measured from the most stable structure: P 0.0647; Q 0.0000



P:
{"formula": "C2HNO3S", "method": "ωB97M-V/def2-TZVPD", "total_charge": 0, "smiles": "N#CSC(=O)OO", "orbital_gap_ev": 9.55, "elements": ["O", "C", "O", "O", "C", "H", "S", "N"], "positions_angstrom": [[1.030, 0.373, -1.376], [1.361, -0.309, -0.492], [-0.597, -0.548, 0.672], [0.768, -0.892, 0.460], [3.897, 0.236, 0.522], [-0.830, -0.115, -0.130], [3.316, -0.973, -0.435], [4.399, 1.138, 1.010]], "nbo_charge": [-0.529, 0.767, -0.366, -0.239, -0.006, 0.468, 0.184, -0.278]}



Q:
{"formula": "C2HNO3S", "method": "ωB97M-V/def2-TZVPD", "total_charge": 0, "smiles": "O=C=NS.O=C=O", "orbital_gap_ev": 9.45, "elements": ["S", "H", "O", "C", "O", "O", "N", "C"], "positions_angstrom": [[1.027, 1.582, -0.064], [2.459, 1.999, 0.375], [0.233, -2.316, 0.037], [-1.752, 0.025, -0.123], [-2.119, -1.041, -0.217], [-1.310, 1.058, 0.009], [0.949, -0.106, -0.042], [0.512, -1.203, 0.025]], "nbo_charge": [0.264, 0.136, -0.505, 1.019, -0.481, -0.529, -0.726, 0.823]}



Relative stability in hartree, measured from the most stable structure: P 0.0993; Q 0.0000